{
  "formula": "C5H14N2O",
  "method": "wB97M-V/def2-TZVPD",
  "lumo_energy_ha": 0.0342,
  "e_homo_ev": -8.65,
  "smiles": "C[C@H](O)[C@H](C)NCN",
  "de_lowest_ev": 2.7090,
  "total_energy_ha": -383.601150,
  "fmax_ha_per_bohr": 0.064,
  "charge": 0,
  "symbols": ["C", "C", "O", "C", "C", "N", "C", "N", "H", "H", "H", "H", "H", "H", "H", "H", "H", "H", "H", "H", "H", "H"],
  "positions_angstrom": [[-1.5969, -1.2170, 1.0770], [-0.7711, 0.0283, 1.3951], [-1.7176, 0.9942, 1.9200], [-0.0183, 0.5624, 0.0963], [-1.0823, 0.7038, -1.1233], [0.8933, -0.5781, -0.1235], [2.2011, -0.1989, -0.7388], [2.2172, -0.3127, -2.1648], [-1.1985, -2.1801, 1.4763], [-2.4836, -1.3069, 1.7186], [-1.9162, -1.5173, 0.0910], [-0.0457, -0.1621, 2.1844], [-2.0155, 1.5348, 1.1783], [0.4226, 1.5506, 0.1932], [-0.9806, -0.1869, -1.7463], [-1.0075, 1.6165, -1.7053], [-2.0358, 0.6230, -0.6035], [0.4426, -1.2176, -0.7641], [2.4536, 0.8049, -0.3565], [2.9050, -0.8417, -0.1995], [3.0397, -0.7560, -2.5533], [1.9428, 0.5030, -2.6937]]
}